# 1
{"formula": "C31H33ClMoN2O2Si2", "method": "ωB97M-V/def2-TZVPD", "max_force_ha_per_bohr": 0.07871, "charge": 2, "spin_multiplicity": 3, "e_lumo_ev": [-7.7719, -7.7905], "de_lowest_kcal_mol": 13.3, "species": ["C", "C", "C", "H", "C", "C", "H", "H", "H", "H", "Mo", "Si", "C", "C", "H", "C", "H", "C", "H", "C", "H", "C", "H", "C", "C", "H", "C", "H", "C", "H", "C", "H", "C", "H", "H", "Si", "C", "C", "H", "C", "H", "C", "H", "C", "H", "C", "H", "C", "C", "H", "C", "H", "C", "H", "C", "H", "C", "H", "H", "Cl", "C", "O", "C", "O", "N", "N", "H", "H", "H", "H", "H", "H"], "positions_angstrom": [[4.650, -0.229, -0.164], [4.623, 1.094, -0.738], [3.979, 1.973, 0.197], [5.072, 1.377, -1.689], [3.608, 1.195, 1.356], [4.013, -0.167, 1.129], [3.880, -0.990, 1.828], [5.216, -1.072, -0.549], [3.822, 3.043, 0.076], [3.183, 1.567, 2.283], [2.448, 0.476, -0.366], [-0.254, 1.496, 0.112], [-1.617, 1.518, -1.250], [-2.957, 1.314, -0.891], [-3.218, 0.998, 0.124], [-3.995, 1.499, -1.810], [-5.031, 1.291, -1.515], [-3.722, 1.949, -3.102], [-4.535, 2.086, -3.827], [-2.392, 2.218, -3.451], [-2.176, 2.612, -4.447], [-1.356, 2.000, -2.533], [-0.327, 2.227, -2.826], [-1.207, 2.757, 1.156], [-1.448, 4.033, 0.613], [-0.919, 4.338, -0.293], [-2.427, 4.861, 1.172], [-2.644, 5.823, 0.711], [-3.144, 4.462, 2.309], [-3.921, 5.106, 2.732], [-2.864, 3.221, 2.885], [-3.395, 2.879, 3.774], [-1.897, 2.383, 2.309], [-1.723, 1.410, 2.765], [0.915, 2.289, -0.394], [-2.425, -2.036, 0.682], [-1.376, -0.920, 1.768], [-0.157, -0.080, 1.421], [0.543, -0.709, 0.822], [0.507, 0.508, 2.603], [1.071, 1.438, 2.484], [0.388, -0.054, 3.862], [1.057, 0.237, 4.671], [-0.676, -0.924, 4.127], [-0.826, -1.328, 5.130], [-1.573, -1.256, 3.104], [-2.454, -1.849, 3.377], [-2.015, -1.841, -1.131], [-0.676, -1.858, -1.519], [0.089, -2.071, -0.757], [-0.338, -1.578, -2.851], [0.702, -1.498, -3.163], [-1.348, -1.354, -3.797], [-1.090, -1.111, -4.827], [-2.687, -1.399, -3.415], [-3.476, -1.186, -4.144], [-3.020, -1.617, -2.081], [-4.057, -1.568, -1.755], [-3.818, -1.939, 0.898], [-2.009, -3.972, 1.237], [4.379, -5.109, 0.234], [3.330, -4.405, 0.929], [2.822, -3.287, 0.405], [1.832, -2.740, 0.897], [3.490, -2.773, -0.690], [2.737, -1.728, -1.358], [5.266, -4.480, 0.064], [4.016, -5.546, -0.708], [4.638, -5.927, 0.913], [3.924, -3.449, -1.314], [1.798, -2.081, -1.541], [3.189, -1.548, -2.261]], "mulliken_spin": [-0.10, 0.10, -0.07, 0.02, -0.05, -0.02, 0.01, -0.01, 0.01, 0.00, 2.11, -0.07, -0.03, 0.01, 0.00, 0.00, 0.00, 0.00, 0.00, 0.01, 0.00, 0.00, 0.00, 0.00, 0.00, 0.00, 0.00, 0.00, 0.00, 0.00, 0.00, 0.00, 0.00, 0.00, 0.01, 0.00, 0.02, 0.05, -0.08, 0.02, 0.02, -0.02, 0.00, 0.00, 0.00, 0.00, 0.00, 0.00, -0.02, 0.01, 0.02, 0.00, 0.01, 0.00, 0.00, 0.00, 0.00, 0.00, 0.00, 0.00, 0.00, 0.00, 0.00, 0.00, 0.00, 0.02, 0.00, 0.00, 0.00, 0.00, -0.03, 0.01]}

***

# 2
{"formula": "C3H7BrN2", "method": "ωB97M-V/def2-TZVPD", "max_force_ha_per_bohr": 0.04488, "e_lumo_ev": 0.5333, "de_lowest_kcal_mol": 37.4, "species": ["C", "C", "C", "N", "N", "Br", "H", "H", "H", "H", "H", "H", "H"], "positions_angstrom": [[1.661, -0.675, 0.780], [-2.328, -0.238, 0.267], [0.955, -0.383, -0.442], [1.186, 1.312, -2.095], [1.069, 0.552, -1.154], [-1.278, 1.087, 1.448], [1.849, 0.197, 1.410], [1.081, -1.369, 1.356], [2.610, -1.201, 0.492], [-2.199, 0.137, -0.732], [-3.318, -0.343, 0.700], [-1.898, -1.210, 0.213], [0.612, 2.133, -2.242]], "nbo_charge": [-0.69, -0.57, 0.14, -0.51, 0.01, -0.08, 0.23, 0.23, 0.24, 0.22, 0.22, 0.21, 0.36]}

***

# 3
{"formula": "C2H4N2OS", "method": "ωB97M-V/def2-TZVPD", "max_force_ha_per_bohr": 0.05410, "smiles": "NN(C=O)C=S", "e_lumo_ev": -0.4049, "de_lowest_kcal_mol": 47.0, "species": ["N", "N", "C", "O", "C", "S", "H", "H", "H", "H"], "positions_angstrom": [[-0.993, -0.291, 1.003], [0.038, -0.103, 0.033], [1.284, -0.571, 0.395], [2.311, -0.450, -0.258], [-0.156, 0.586, -1.083], [-1.499, 1.311, -1.674], [-1.218, 0.617, 1.428], [-1.778, -0.613, 0.416], [1.242, -1.037, 1.434], [0.770, 0.553, -1.696]], "nbo_charge": [-0.64, -0.33, 0.54, -0.54, -0.09, -0.08, 0.37, 0.38, 0.15, 0.23]}

***

# 4
{"formula": "C3H10N2O", "method": "ωB97M-V/def2-TZVPD", "max_force_ha_per_bohr": 0.00394, "smiles": "C/N=C/N.CO", "e_lumo_ev": 0.8973, "de_lowest_kcal_mol": 27.2, "species": ["C", "N", "C", "N", "H", "H", "H", "H", "H", "H", "C", "O", "H", "H", "H", "H"], "positions_angstrom": [[-0.525, -0.379, 2.147], [-0.731, -0.074, 0.743], [-1.314, -0.951, 0.041], [-1.641, -0.752, -1.274], [-1.097, 0.311, 2.767], [0.529, -0.251, 2.397], [-0.818, -1.402, 2.408], [-1.635, -1.911, 0.456], [-1.190, 0.032, -1.721], [-1.759, -1.570, -1.851], [1.877, 1.184, -1.327], [1.646, 1.405, 0.047], [1.484, 0.215, -1.653], [1.424, 1.966, -1.950], [2.954, 1.189, -1.503], [0.795, 0.990, 0.273]], "nbo_charge": [-0.42, -0.54, 0.29, -0.80, 0.20, 0.21, 0.17, 0.14, 0.39, 0.39, -0.25, -0.76, 0.15, 0.15, 0.18, 0.49]}

***

# 5
{"formula": "C16H24IMnN6O6P", "method": "ωB97M-V/def2-TZVPD", "max_force_ha_per_bohr": 0.03582, "spin_multiplicity": 2, "e_lumo_ev": [0.4043, 0.4124], "species": ["Mn", "O", "C", "C", "C", "N", "C", "C", "C", "O", "O", "C", "O", "O", "H", "H", "H", "I", "C", "C", "N", "N", "C", "H", "H", "H", "C", "N", "C", "P", "O", "N", "C", "C", "N", "C", "C", "H", "H", "H", "H", "H", "H", "H", "H", "H", "H", "H", "H", "H", "H", "H", "H", "H", "H"], "positions_angstrom": [[-0.254, 0.605, 1.105], [0.357, 6.670, 0.132], [0.201, 5.332, 0.249], [-1.051, 4.722, 0.221], [-1.101, 3.354, 0.361], [-0.003, 2.631, 0.504], [1.192, 3.204, 0.558], [1.350, 4.563, 0.426], [2.308, 2.227, 0.871], [3.468, 2.564, 0.729], [1.857, 1.096, 1.306], [-2.374, 2.530, 0.439], [-3.429, 3.030, 0.091], [-2.164, 1.341, 0.889], [-0.504, 7.089, 0.019], [-1.975, 5.278, 0.110], [2.332, 5.013, 0.474], [-1.132, 0.864, 7.339], [-0.344, 0.715, 5.443], [0.975, 0.890, 5.078], [1.034, 0.703, 3.755], [-0.169, 0.423, 3.236], [-1.022, 0.432, 4.252], [1.843, 1.135, 5.668], [1.796, 0.844, 3.083], [-2.071, 0.237, 4.091], [0.409, -1.230, -3.591], [-0.060, -0.907, -2.248], [-1.127, 0.097, -2.236], [0.011, -1.991, -1.007], [-0.044, -1.259, 0.297], [1.428, -2.782, -1.194], [1.589, -4.139, -1.679], [2.659, -1.993, -1.098], [-1.195, -3.099, -1.083], [-2.119, -3.312, 0.029], [-1.630, -3.654, -2.354], [0.872, -0.347, -4.037], [-0.409, -1.549, -4.246], [1.158, -2.020, -3.553], [-0.777, 0.998, -2.742], [-1.411, 0.369, -1.223], [-2.026, -0.260, -2.750], [0.667, -4.700, -1.552], [2.370, -4.639, -1.102], [1.882, -4.168, -2.736], [2.451, -1.006, -0.691], [3.137, -1.878, -2.077], [3.361, -2.491, -0.427], [-1.777, -2.774, 0.906], [-2.182, -4.377, 0.270], [-3.119, -2.955, -0.231], [-0.909, -3.441, -3.142], [-2.599, -3.244, -2.654], [-1.732, -4.740, -2.278]], "nbo_charge": [1.34, -0.65, 0.36, -0.31, 0.14, -0.52, 0.13, -0.27, 0.75, -0.63, -0.83, 0.74, -0.63, -0.80, 0.49, 0.24, 0.26, 0.19, -0.31, -0.04, -0.31, -0.32, -0.04, 0.24, 0.47, 0.23, -0.40, -0.81, -0.41, 2.47, -1.17, -0.81, -0.39, -0.41, -0.82, -0.40, -0.41, 0.21, 0.18, 0.21, 0.21, 0.22, 0.19, 0.22, 0.20, 0.18, 0.24, 0.18, 0.20, 0.24, 0.19, 0.19, 0.21, 0.20, 0.20]}

***

# 6
{"formula": "C3H9NO3", "method": "ωB97M-V/def2-TZVPD", "max_force_ha_per_bohr": 0.04341, "smiles": "O=CNCCO.O", "e_lumo_ev": 0.4710, "de_lowest_kcal_mol": 55.3, "species": ["O", "C", "N", "C", "C", "O", "H", "H", "H", "H", "H", "H", "H", "O", "H", "H"], "positions_angstrom": [[-1.211, 2.062, -1.409], [-0.899, 1.759, -0.284], [0.327, 1.051, -0.161], [0.397, 0.271, 1.063], [1.127, -1.019, 0.651], [1.637, -1.666, 1.804], [-1.430, 2.038, 0.681], [1.159, 1.611, -0.345], [-0.657, -0.099, 1.279], [0.963, 0.772, 1.830], [1.918, -0.713, -0.059], [0.433, -1.589, 0.037], [2.287, -1.081, 2.269], [-1.467, -1.684, -1.740], [-1.781, -2.325, -1.098], [-0.826, -1.161, -1.263]], "nbo_charge": [-0.52, 0.52, -0.69, -0.26, -0.05, -0.72, 0.12, 0.40, 0.20, 0.18, 0.16, 0.17, 0.47, -0.92, 0.46, 0.46]}